(1)
22
Properties=species:S:1:pos:R:3 method="wB97M-V/def2-TZVPD" homo_lumo_gap_ha=0.324 e_above_lowest_ev=1.103 e_lumo_ev=0.6 e_homo_ev=-8.2119
C 0.683 -0.203 -1.007
C 0.142 -1.108 0.075
C 1.972 0.291 -0.270
C -1.377 -1.306 -0.104
N 1.589 1.295 0.751
O -2.525 1.595 -1.328
O -2.059 -1.913 0.928
O -1.785 -1.779 -1.295
O -3.452 0.635 0.866
P -2.174 0.887 -0.138
H 0.116 0.694 -1.285
H 0.799 -0.830 -1.875
H 0.603 -2.002 0.216
H 0.046 -0.598 1.061
H 2.669 0.753 -1.064
H 2.515 -0.471 0.229
H 1.610 2.262 0.424
H 2.327 1.297 1.416
H -1.435 1.774 0.935
H -1.851 -1.625 1.867
H -2.701 -1.887 -1.413
H -4.320 0.551 0.464


(2)
100
Properties=species:S:1:pos:R:3 method="wB97M-V/def2-TZVPD" homo_lumo_gap_ha=0.256 charge=+1 e_above_lowest_ev=0.711 e_lumo_ev=-3.8 e_homo_ev=-10.7307
Ti 0.741 0.919 -0.011
O -2.690 3.986 4.168
C -1.968 3.286 3.290
C -1.896 1.886 3.310
C -1.109 1.282 2.357
N -0.453 1.986 1.453
C -0.521 3.310 1.409
C -1.275 4.019 2.313
C 0.248 3.826 0.207
O 0.261 4.984 -0.107
O 0.860 2.834 -0.414
C -0.858 -0.196 2.150
O -1.364 -1.047 2.824
O -0.002 -0.385 1.152
H -3.136 3.411 4.802
H -2.428 1.287 4.038
H -1.335 5.098 2.274
C -1.813 -2.795 -2.355
N -1.160 -2.357 -1.132
C -1.639 -3.144 -0.005
C 0.290 -2.471 -1.230
C 0.909 -1.441 -2.149
C 1.248 -1.822 -3.443
C 1.751 -0.910 -4.365
C 1.947 0.409 -3.994
C 1.660 0.797 -2.690
C 1.123 -0.103 -1.762
H -1.615 -3.857 -2.571
H -1.470 -2.213 -3.211
H -2.891 -2.658 -2.264
H -1.414 -4.217 -0.125
H -2.720 -3.033 0.086
H -1.179 -2.794 0.919
H 0.574 -3.477 -1.587
H 0.697 -2.351 -0.227
H 1.104 -2.855 -3.740
H 1.975 -1.232 -5.373
H 2.322 1.132 -4.708
H 1.809 1.838 -2.420
Se 3.078 -4.522 -0.253
N 1.843 -5.565 0.473
C 1.387 -4.921 1.525
C 0.376 -5.408 2.413
C 0.048 -4.621 3.458
C 0.706 -3.355 3.644
N 1.613 -2.852 2.868
C 1.971 -3.622 1.790
N 2.887 -3.221 0.931
H -0.082 -6.370 2.228
H -0.706 -4.918 4.174
H 0.422 -2.758 4.505
C 3.387 4.250 -0.982
Si 3.828 3.516 0.683
C 2.862 4.278 2.102
C 5.656 3.810 0.953
As 3.353 1.166 0.737
Si 5.075 0.310 -0.692
C 6.620 0.229 0.351
C 4.625 -1.352 -1.407
C 5.322 1.508 -2.103
Si 3.841 0.494 2.991
C 5.028 1.719 3.755
C 4.654 -1.186 3.056
C 2.207 0.587 3.893
H 4.200 4.916 -1.285
H 2.467 4.830 -0.936
H 3.270 3.499 -1.761
H 2.538 5.288 1.840
H 3.490 4.350 2.992
H 1.976 3.702 2.376
H 5.797 4.895 0.982
H 6.258 3.433 0.126
H 6.046 3.402 1.883
H 6.529 -0.481 1.173
H 6.886 1.204 0.761
H 7.450 -0.102 -0.281
H 4.992 -2.157 -0.769
H 5.096 -1.444 -2.388
H 3.548 -1.458 -1.536
H 5.525 2.532 -1.798
H 4.465 1.506 -2.779
H 6.188 1.155 -2.673
H 6.005 1.693 3.270
H 5.178 1.404 4.793
H 4.665 2.746 3.774
H 4.647 -1.703 2.099
H 4.117 -1.818 3.762
H 5.686 -1.074 3.396
H 1.870 1.622 3.996
H 2.323 0.167 4.896
H 1.449 -0.003 3.381
I -3.851 0.781 -4.490
C -2.874 1.213 -2.734
C -3.193 2.165 -1.796
N -2.264 2.083 -0.831
N -1.356 1.111 -1.075
C -1.726 0.588 -2.239
H -3.999 2.877 -1.745
H -2.278 2.572 0.046
H -1.164 -0.213 -2.678


(3)
19
Properties=species:S:1:pos:R:3 method="wB97M-V/def2-TZVPD" homo_lumo_gap_ha=0.402 e_above_lowest_ev=2.091 e_lumo_ev=0.8 e_homo_ev=-10.1141
O -1.650 -1.589 1.175
C -1.144 -2.169 0.241
C 0.073 -1.538 -0.358
C -0.246 -0.009 -0.462
C 1.063 0.739 0.016
C 2.039 1.342 -1.028
H -1.566 -3.144 -0.036
H 0.501 -1.893 -1.299
H 0.916 -1.877 0.303
H -0.981 0.250 0.271
H -0.601 0.318 -1.452
H 1.560 -0.084 0.620
H 0.836 1.474 0.751
H 1.536 2.068 -1.618
H 2.235 0.606 -1.734
H 2.812 1.731 -0.324
H -3.044 1.114 1.140
H -1.731 1.126 1.897
O -2.608 1.535 1.896


(4)
5
Properties=species:S:1:pos:R:3 method="wB97M-V/def2-TZVPD" homo_lumo_gap_ha=0.377 e_above_lowest_ev=0.048 e_lumo_ev=-0.2 e_homo_ev=-10.4437
C -0.119 1.448 0.854
N 0.370 0.417 0.404
F 0.640 2.358 1.679
I -1.849 2.542 0.250
H -0.191 0.075 -0.314


(5)
19
Properties=species:S:1:pos:R:3 method="wB97M-V/def2-TZVPD" homo_lumo_gap_ha=0.344 e_above_lowest_ev=0.757 e_lumo_ev=0.9 e_homo_ev=-8.4277
C 0.678 1.547 -0.959
C -0.261 0.980 0.083
C -1.003 -0.329 -0.296
C -0.602 -1.245 0.907
C 0.935 -0.918 1.014
C 0.504 0.503 1.357
H 0.110 1.775 -1.891
H 1.402 0.761 -1.242
H 1.201 2.448 -0.656
H -0.926 1.810 0.354
H -2.072 -0.078 -0.422
H -1.053 -0.539 -2.241
H -0.607 -1.901 -1.561
H -0.987 -2.276 0.922
H 1.420 -1.469 1.848
H 1.399 -1.170 0.065
H 1.207 1.187 1.797
N -0.504 -0.917 -1.506
S -0.840 -0.167 2.427


(6)
12
Properties=species:S:1:pos:R:3 method="wB97M-V/def2-TZVPD" homo_lumo_gap_ha=0.318 e_above_lowest_ev=3.904 e_lumo_ev=0.0 e_homo_ev=-8.6987
C 1.525 -0.618 -0.851
C 1.353 1.209 0.423
C -0.570 -0.043 -0.212
C -1.841 -0.786 -0.086
N 2.148 0.311 -0.385
N 0.440 -1.182 -0.983
N -0.041 0.907 0.416
H 1.546 2.245 0.203
H 1.656 0.968 1.493
H -2.631 -0.177 0.337
H -1.913 -1.297 -0.949
H -1.671 -1.538 0.594


(7)
14
Properties=species:S:1:pos:R:3 method="wB97M-V/def2-TZVPD" homo_lumo_gap_ha=0.296 e_above_lowest_ev=0.000 e_lumo_ev=-1.1 e_homo_ev=-9.1237
C 0.614 -2.352 -0.015
C 0.450 0.558 -1.349
C 1.536 -0.195 -0.714
C -0.456 0.866 0.730
C -0.834 -0.289 1.297
C 1.361 -1.177 0.209
N 0.189 -3.397 -0.211
N -0.426 1.113 -0.620
Cl 2.997 0.740 -0.742
Cl 0.281 2.101 1.684
Cl -1.922 -1.348 0.482
Cl 2.607 -1.487 1.396
H 0.487 0.805 -2.401
H -0.807 -0.424 2.368


(8)
14
Properties=species:S:1:pos:R:3 method="wB97M-V/def2-TZVPD" homo_lumo_gap_ha=0.332 charge=+3 e_above_lowest_ev=0.000 e_lumo_ev=-15.2 e_homo_ev=-24.1930
O -0.024 0.115 -0.336
C 1.194 -0.278 0.042
C 1.521 -1.711 0.170
H 2.578 -1.828 0.418
H 0.891 -2.161 0.951
H 1.288 -2.226 -0.772
C -1.747 4.039 0.608
O -2.788 4.313 0.914
La 0.678 2.762 -0.256
O 1.882 0.676 0.411
C -1.166 -0.779 -0.499
H -1.323 -1.362 0.413
H -2.019 -0.133 -0.708
H -0.965 -1.428 -1.356


(9)
12
Properties=species:S:1:pos:R:3 method="wB97M-V/def2-TZVPD" homo_lumo_gap_ha=0.325 e_above_lowest_ev=4.142 e_lumo_ev=0.5 e_homo_ev=-8.3844
C -0.908 1.108 1.438
C 0.405 -1.275 0.640
N 0.143 -0.023 0.038
O -0.889 0.621 2.497
Si 0.293 0.509 -1.580
H -1.266 2.013 0.984
H 0.931 -1.195 1.540
H -0.619 -1.840 0.619
H 1.072 -1.859 -0.004
H -0.098 1.910 -1.867
H -0.684 0.024 -2.521
H 1.620 0.006 -1.782


(10)
16
Properties=species:S:1:pos:R:3 method="wB97M-V/def2-TZVPD" homo_lumo_gap_ha="0.298 / 0.319" e_above_lowest_ev=2.275 e_lumo_ev="-0.3 / -0.4" e_homo_ev="-8.4059 / -9.0761"
C -0.009 -0.934 0.218
C 2.140 -0.242 -0.769
C 1.464 -0.994 0.384
C -2.013 0.119 0.685
N -0.695 -0.050 0.828
N -2.140 2.115 -0.281
Cl -2.969 -0.805 -0.422
H -0.475 -1.664 -0.452
H 1.832 -0.653 -1.727
H 1.865 0.809 -0.736
H 3.220 -0.321 -0.684
H 1.792 -2.035 0.375
H 1.745 -0.531 1.330
H -2.560 0.461 1.549
H -1.908 2.668 0.541
H -1.291 2.057 -0.838


(11)
14
Properties=species:S:1:pos:R:3 method="wB97M-V/def2-TZVPD" homo_lumo_gap_ha="0.288 / 0.305" e_above_lowest_ev=6.272 e_lumo_ev="-0.3 / -0.4" e_homo_ev="-8.1212 / -8.6840"
C -2.058 -0.244 -0.008
C -0.993 -0.915 0.502
C 0.792 0.093 -0.227
C 2.021 -0.073 0.535
O 1.695 -0.760 -0.705
C 0.138 1.293 -0.952
N 1.002 2.097 -1.187
H -0.986 1.163 -1.030
H -2.544 0.547 0.555
H -2.532 -0.560 -0.931
H -0.694 -0.756 1.536
H -0.661 -1.847 0.055
H 2.805 0.670 0.438
H 2.014 -0.707 1.419


(12)
40
Properties=species:S:1:pos:R:3 method="wB97M-V/def2-TZVPD" homo_lumo_gap_ha=0.085 e_lumo_ev=-4.0 e_homo_ev=-6.3459
C -4.069 0.049 -0.213
P -4.157 -1.324 -1.537
C -2.582 -1.208 -2.611
N -5.657 -1.271 -2.499
H -3.771 -0.464 0.807
H -5.031 0.720 -0.126
H -3.140 0.744 -0.497
H -2.761 -1.315 -3.770
H -2.034 -0.167 -2.403
H -1.829 -2.032 -2.189
H -5.700 -0.448 -3.139
C 1.843 -0.904 -1.211
C 2.136 0.420 -0.454
C 3.187 0.213 0.670
C 2.647 -0.424 1.938
C 1.424 0.338 2.437
C 0.321 0.463 1.354
N 0.845 1.001 0.046
O 1.046 2.384 0.214
C -0.337 -0.932 1.166
C -0.850 1.328 1.928
C 2.842 1.287 -1.558
H 1.098 -1.544 -0.751
H 1.465 -0.703 -2.223
H 2.749 -1.511 -1.314
H 3.625 1.186 0.947
H 4.030 -0.392 0.298
H 2.411 -1.478 1.760
H 3.423 -0.412 2.714
H 1.028 -0.169 3.327
H 1.740 1.335 2.773
H -1.015 -0.938 0.302
H -0.934 -1.211 2.045
H 0.382 -1.748 1.058
H -0.525 2.325 2.249
H -1.293 0.856 2.814
H -1.649 1.446 1.187
H 2.153 1.535 -2.375
H 3.687 0.740 -1.999
H 3.253 2.222 -1.163


(13)
17
Properties=species:S:1:pos:R:3 method="wB97M-V/def2-TZVPD" homo_lumo_gap_ha=0.410 e_above_lowest_ev=1.144 e_lumo_ev=0.9 e_homo_ev=-10.2475
C -1.041 0.473 -0.203
C -0.696 -0.955 -0.628
O -0.365 -1.012 -2.008
C 0.498 -1.347 0.286
C 0.974 -0.041 0.962
C 0.320 1.075 0.145
O 0.242 2.280 0.875
H -1.651 0.474 0.712
H -0.573 2.713 0.596
H -1.585 1.008 -0.991
H -1.541 -1.639 -0.519
H 0.413 -0.455 -2.149
H 0.201 -2.090 1.032
H 1.271 -1.813 -0.335
H 2.062 0.056 1.031
H 0.575 0.033 1.980
H 0.898 1.242 -0.784


(14)
65
Properties=species:S:1:pos:R:3 method="wB97M-V/def2-TZVPD" homo_lumo_gap_ha="0.185 / 0.220" charge=-2 e_above_lowest_ev=0.721 e_lumo_ev="3.7 / 3.7" e_homo_ev="-1.2918 / -2.2358"
Cs -0.820 0.397 1.149
C 1.639 -3.990 2.344
C 1.849 -3.602 0.906
C 1.000 -4.085 -0.087
C 1.191 -3.734 -1.414
C 2.232 -2.887 -1.776
C 3.074 -2.386 -0.794
C 2.880 -2.745 0.533
H 0.616 -4.331 2.503
H 1.829 -3.143 3.005
H 2.323 -4.797 2.624
H 0.154 -4.695 0.205
H 0.503 -4.096 -2.169
H 2.369 -2.596 -2.811
H 3.866 -1.695 -1.056
H 3.525 -2.329 1.299
C 3.023 2.760 2.251
C 1.811 2.629 1.327
O 1.682 1.568 0.729
C 0.891 3.766 1.221
C 1.216 4.960 1.901
C 0.449 6.097 1.850
C -0.734 6.073 1.086
C -1.101 4.947 0.411
C -0.328 3.725 0.418
O -0.725 2.730 -0.236
H 3.552 1.810 2.228
H 2.716 2.980 3.274
H 3.692 3.555 1.918
H 2.121 4.993 2.493
H 0.744 6.989 2.389
H -1.361 6.957 1.035
H -2.012 4.920 -0.176
O -3.696 -4.416 5.118
C -2.964 -3.665 4.466
C -2.109 -4.002 3.325
O -1.762 -5.133 2.940
C -1.676 -2.730 2.681
C -2.209 -1.565 3.424
O -1.563 -0.483 3.414
C -2.763 -2.189 4.734
O -2.829 -1.633 5.806
O -1.019 -2.664 1.648
O -3.518 -0.726 1.488
O -3.709 -1.487 2.511
C 0.508 0.739 -2.506
C 0.433 1.545 -3.831
N -0.737 1.138 -4.623
C -1.953 1.406 -3.841
C -1.878 0.678 -2.472
N -0.663 -0.135 -2.405
C -0.663 -1.077 -3.516
C -0.659 -0.305 -4.864
H 0.518 1.396 -1.636
H 1.402 0.112 -2.468
H 1.323 1.389 -4.449
H 0.348 2.617 -3.636
H -2.810 1.074 -4.435
H -2.041 2.486 -3.704
H -2.730 0.010 -2.316
H -1.866 1.403 -1.661
H -1.545 -1.716 -3.423
H 0.218 -1.716 -3.421
H -1.510 -0.589 -5.491
H 0.253 -0.503 -5.435


(15)
14
Properties=species:S:1:pos:R:3 method="wB97M-V/def2-TZVPD" homo_lumo_gap_ha=0.338 e_above_lowest_ev=2.733 e_lumo_ev=0.8 e_homo_ev=-8.3559
C -1.197 0.320 0.531
C -1.084 -0.279 -0.793
C 0.251 1.270 0.403
O 1.306 0.563 1.024
C 1.626 -0.658 0.533
N 1.057 -1.414 -0.321
C -0.092 -1.140 -1.070
H -1.093 -0.461 1.314
H -2.248 0.690 0.667
H -1.632 0.238 -1.578
H 0.230 2.264 0.856
H 0.559 1.395 -0.661
H 2.552 -0.992 1.011
H -0.236 -1.796 -1.917


(16)
15
Properties=species:S:1:pos:R:3 method="wB97M-V/def2-TZVPD" homo_lumo_gap_ha=0.253 charge=-1 e_above_lowest_ev=2.069 e_lumo_ev=4.0 e_homo_ev=-2.8939
C 0.741 0.610 1.580
C -0.386 1.355 0.889
C -0.511 -1.394 1.335
C -0.470 -0.397 -0.842
C 0.777 -0.491 -1.603
N 0.313 -0.681 1.868
N -0.825 0.892 -0.259
O 1.789 1.113 1.925
O -0.825 2.353 1.472
O -1.222 -2.309 1.408
H -1.270 -0.861 -1.301
H 0.851 0.188 -2.515
H 0.800 -1.450 -2.326
H 1.695 -0.602 -1.007
H -1.458 1.675 -0.626


(17)
10
Properties=species:S:1:pos:R:3 method="wB97M-V/def2-TZVPD" homo_lumo_gap_ha=0.257 charge=-2 e_above_lowest_ev=0.943 e_lumo_ev=6.2 e_homo_ev=-0.8079
C 1.986 -0.208 -0.563
N -0.674 -0.022 1.045
O -3.070 -0.708 0.744
O 1.754 0.994 -0.730
O 2.922 -0.928 -0.923
O -1.732 -0.893 -1.287
O -0.143 2.359 1.181
S -1.799 -1.179 0.195
S -0.439 1.271 0.246
H 1.196 -0.685 0.093


(18)
11
Properties=species:S:1:pos:R:3 method="wB97M-V/def2-TZVPD" homo_lumo_gap_ha=0.372 e_above_lowest_ev=4.268 e_lumo_ev=0.4 e_homo_ev=-9.7050
C -0.148 0.248 -0.453
C 0.138 0.458 1.006
H 1.036 0.464 -2.220
H 1.986 0.830 -0.693
H -1.900 -0.263 0.029
H 0.567 1.367 1.279
H -0.777 -1.274 0.166
N 0.987 0.525 -1.188
N -1.372 -0.148 -0.835
N -0.071 -0.555 1.785
O -0.446 -1.652 1.122


no.,electronic energy (hartree),largest force on an atom (eV/A)
1,-856.64276,6.119
2,-8698.65729,0.546
3,-348.12798,3.306
4,-490.98938,3.473
5,-688.12141,1.774
6,-319.56873,3.723
7,-2180.00372,2.227
8,-412.12524,2.313
9,-499.76557,5.104
10,-727.40334,3.994
11,-324.49396,0.437
12,-959.89994,5.980
13,-346.98337,0.413
14,-1813.68657,1.583
15,-324.62403,1.595
16,-528.75099,4.834
17,-1266.02836,2.444
18,-318.59365,4.608